Formula: C17H31NO8S
Source: the Open Molecules 2025 dataset
Level of theory: wB97M-V/def2-TZVPD

Properties
- Net charge: 0
- LUMO energy: 0.6289 eV
- Largest force on an atom: 0.0357 hartree/bohr
- Orbital gap: 10.30 eV

Structure (XYZ):
```
58
Properties=species:S:1:pos:R:3:forces:R:3:nbo_charge:R:1
C 1.60605 0.10318 -1.85568 0.0233 0.1913 0.3075 -0.303
C 0.76590 -0.39080 -1.16175 -0.8107 0.7962 0.1728 0.235
O -0.32605 -0.78040 -0.48751 0.9780 -0.7058 -1.3831 -0.650
S -0.45138 -2.46951 -0.65460 -0.6426 -0.9003 0.3108 1.750
O -1.81826 -2.75251 -0.28170 0.5817 0.3444 -0.1726 -0.898
O -0.31892 -2.60116 -2.28410 -0.3920 0.7001 0.9521 -0.713
C -0.31322 -3.99239 -2.67932 -0.0220 -0.1815 -0.9424 -0.082
C 0.90601 -4.28755 -3.57465 0.2561 0.8340 0.3342 -0.421
C 2.10985 -3.39956 -3.16739 -0.1581 -0.9412 0.4991 -0.415
C 3.45288 -3.89949 -3.71772 -0.5600 -0.2150 0.2354 -0.220
N 3.77295 -3.41242 -5.06993 0.7534 0.0347 0.6308 -0.504
C 5.20058 -3.79966 -5.32864 -0.1789 0.7176 -0.1875 -0.418
C 3.75985 -1.98397 -5.13195 -0.3787 0.4892 -1.1190 0.727
C 3.50633 -1.41177 -6.52551 0.3975 -0.3877 0.2395 -0.712
O 3.91164 -1.25834 -4.18673 -0.0865 -0.0535 0.5030 -0.573
H 2.33925 0.65462 -2.39698 0.1105 -0.3271 -0.0337 0.255
H -0.35667 -4.64557 -1.79988 0.1336 0.0906 -0.0772 0.185
H -1.22512 -4.13646 -3.26582 -0.0200 -0.1013 0.3491 0.205
H 0.66749 -4.08440 -4.62263 -0.0949 -0.2222 0.0903 0.210
H 1.15340 -5.34580 -3.45190 0.0064 0.0730 -0.1782 0.208
H 1.89725 -2.35268 -3.37766 0.1578 -0.1258 -0.0447 0.240
H 2.17673 -3.47694 -2.07202 0.1131 0.1861 -0.1446 0.204
H 4.25604 -3.71571 -2.98771 -0.0701 0.3262 -0.2389 0.190
H 3.37717 -4.99224 -3.80053 0.1432 0.1463 -0.0576 0.194
H 5.43365 -3.82267 -6.39483 -0.1424 -0.2393 0.0858 0.207
H 5.84372 -3.03008 -4.87366 0.1163 -0.3510 0.0342 0.190
H 5.41479 -4.74684 -4.83800 -0.0990 -0.0717 -0.2901 0.215
H 4.05963 -1.99241 -7.27085 -0.2157 0.0705 0.0126 0.224
H 3.81487 -0.36801 -6.56736 -0.0390 -0.0864 0.0822 0.231
H 2.43734 -1.48440 -6.74844 0.1361 -0.0851 0.0281 0.241
O -0.14203 -0.02405 5.94039 0.1099 0.0453 -0.0436 -0.578
C -0.81275 -0.04490 4.94461 -0.3080 0.0522 0.1430 0.798
O -0.33747 0.51863 3.82102 0.3973 -0.0473 -0.0720 -0.508
C -0.97279 0.38544 2.54397 -0.2319 0.1511 -0.1642 -0.071
C -2.06115 1.42044 2.35792 -0.0985 0.0285 0.1470 -0.638
C -2.21192 -0.61348 4.94862 0.0344 -0.4542 -0.2010 -0.745
H -1.33515 -0.63281 2.39285 -0.0335 0.0107 0.0660 0.176
H -0.18953 0.54720 1.80595 0.1356 -0.0098 0.1590 0.199
H -2.86062 1.30358 3.08976 -0.0542 -0.0404 -0.0736 0.215
H -2.49471 1.34377 1.36057 0.0097 0.0025 0.0011 0.224
H -1.65592 2.42458 2.48817 0.0412 -0.0142 -0.0743 0.215
H -2.90244 0.15033 5.30413 -0.0005 0.0109 -0.0213 0.246
H -2.23385 -1.45850 5.63294 0.0267 0.1430 0.1551 0.243
H -2.54639 -0.97912 3.98061 -0.0660 0.1720 -0.0176 0.220
O -4.95544 3.63295 3.72026 0.0965 0.0208 -0.2230 -0.573
C -4.31285 4.60037 4.02336 0.0285 -0.1498 0.4546 0.799
O -3.50330 5.17276 3.11496 -0.1206 -0.0467 -0.4216 -0.507
C -2.84567 6.42540 3.32126 0.2181 0.1207 0.1379 -0.068
C -1.53697 6.25409 4.06465 -0.0073 -0.1321 0.0994 -0.637
C -4.32864 5.13159 5.43692 -0.2822 0.4449 -0.0081 -0.745
H -3.51243 7.13755 3.80988 -0.0092 -0.0566 0.0578 0.175
H -2.64979 6.81776 2.32444 -0.0892 -0.1252 -0.0580 0.198
H -1.69204 5.84616 5.06365 -0.0185 0.0789 0.0227 0.209
H -1.02282 7.21099 4.15942 -0.0065 0.0002 -0.0193 0.219
H -0.88879 5.55838 3.53132 0.0002 0.0556 -0.0559 0.222
H -3.61895 4.56263 6.03635 0.0109 0.0022 -0.0122 0.247
H -5.32841 4.99204 5.84114 0.0452 -0.2130 -0.0015 0.247
H -4.10094 6.19219 5.51633 0.1756 -0.0558 0.0257 0.215
```
Positions in Å, forces in eV/Å.

=====

Formula: C17H32As3BF4N5Ni
Source: the Open Molecules 2025 dataset
Level of theory: wB97M-V/def2-TZVPD

Properties
- Net charge: +1
- LUMO energy (spin up / spin down): -3.8212 / -3.7954 eV
- Largest force on an atom: 0.0210 hartree/bohr
- Orbital gap (spin up / spin down): 7.42 / 7.45 eV
- ΔE to the lowest compared entry with this formula, charge and spin: 46.4 kJ/mol

Structure (XYZ):
```
63
Properties=species:S:1:pos:R:3:forces:R:3:nbo_charge:R:1
Ni 0.14045 0.26412 0.20971 -0.8831 -0.0759 -0.6169 0.817
N 1.58914 -1.97185 -2.79374 -0.1419 0.0307 0.0293 -0.306
C 0.56534 -1.84431 -1.95508 -0.0735 -0.0052 -0.1343 0.270
N 0.56668 -0.61264 -1.47743 0.4462 -0.0018 0.1259 -0.552
C 1.68894 -0.05403 -2.03608 -0.1681 -0.0957 -0.0161 0.285
N 2.32341 -0.84647 -2.85299 0.0795 0.1234 0.0421 -0.202
C 2.01863 1.30101 -1.61789 -0.0630 -0.0138 -0.0592 0.126
C 3.00324 2.10716 -2.17211 -0.0647 -0.0814 -0.0070 0.056
N 3.17821 3.35659 -1.76739 0.0262 0.0125 -0.0351 -0.321
C 2.35291 3.80850 -0.83281 -0.1121 -0.0189 0.0596 0.013
C 1.37898 3.00402 -0.25477 -0.0583 0.1379 0.0302 0.023
N 1.22430 1.73707 -0.62779 0.6047 0.1395 0.1714 -0.454
H 1.87834 -2.79118 -3.30438 0.0151 -0.0156 0.0171 0.444
H -0.12780 -2.63127 -1.71857 0.0140 -0.0322 0.0614 0.249
H 3.65138 1.72080 -2.94849 0.0014 0.0126 -0.0077 0.234
H 2.46628 4.83817 -0.51851 0.0117 0.0006 -0.0106 0.223
H 0.70759 3.39158 0.50127 0.1149 -0.0676 -0.0259 0.211
C 1.00004 2.46308 3.13670 0.0163 -0.0661 -0.0888 -0.938
As -0.09288 1.04749 2.36545 0.0339 -0.1757 -0.0853 1.073
C 0.38648 -0.41522 3.53563 -0.1398 0.1062 0.0925 -0.942
C -1.84480 1.80907 2.72502 0.1156 0.0994 -0.0116 -0.749
C -3.09943 0.93007 2.71439 -0.0719 0.0027 -0.2417 -0.043
C -2.92473 -0.34654 3.53028 0.0345 -0.0887 0.0152 -0.623
C -3.48937 0.58479 1.26353 0.2006 0.1784 -0.1359 -0.720
As -2.20038 -0.37774 0.11253 -0.1963 -0.0070 0.6645 0.980
C -3.05033 -0.09127 -1.61519 0.1814 0.0464 0.0183 -0.933
C -2.69739 -2.22829 0.46761 0.2247 -0.0238 -0.0964 -0.939
C -4.24463 1.75984 3.33109 -0.0185 -0.0456 -0.0233 -0.705
As -4.59481 3.53996 2.51280 0.0192 -0.0255 0.0208 0.844
C -6.40396 3.73560 3.23129 0.0330 -0.0043 -0.0101 -0.939
C -3.68684 4.66002 3.84736 -0.0093 -0.0262 -0.0266 -0.948
H 0.71569 2.52698 4.18766 0.0279 -0.0601 -0.0083 0.245
H 0.80982 3.43124 2.68116 -0.0046 0.0000 -0.0584 0.232
H 2.05937 2.21901 3.06940 -0.0500 -0.0184 -0.0769 0.259
H 0.20735 -0.13690 4.57367 0.0057 0.0096 -0.0178 0.238
H 1.44547 -0.58740 3.35541 0.0019 -0.0082 0.0977 0.280
H -0.14664 -1.32912 3.28889 0.0732 0.0764 -0.0403 0.262
H -1.95599 2.56433 1.93598 0.0537 0.0823 0.1130 0.239
H -1.73692 2.35334 3.66604 -0.1252 -0.1234 0.0984 0.240
H -2.20828 -1.03530 3.07260 -0.0836 0.0672 0.0467 0.204
H -3.87638 -0.87348 3.61497 -0.0138 0.0036 -0.0050 0.227
H -2.58107 -0.11955 4.54076 0.0204 -0.0232 0.0197 0.222
H -3.71955 1.51398 0.73334 0.0092 -0.0385 -0.0356 0.244
H -4.40003 -0.01770 1.26431 -0.0069 -0.0495 -0.0355 0.233
H -4.09207 -0.40833 -1.57854 0.0251 0.0052 0.0886 0.243
H -2.52908 -0.67103 -2.37523 0.0185 0.0017 0.0062 0.238
H -2.99830 0.96268 -1.88156 -0.0043 0.0077 0.0085 0.245
H -2.62081 -2.79733 -0.45837 -0.0166 -0.0064 -0.0050 0.236
H -3.72414 -2.26085 0.82532 -0.0324 0.0179 -0.0401 0.235
H -2.02682 -2.67704 1.19484 0.0096 0.0601 0.0256 0.265
H -4.05285 1.90566 4.39788 -0.0003 -0.0102 0.0113 0.221
H -5.17446 1.18945 3.25001 -0.0062 0.0196 -0.0108 0.228
H -7.07911 3.06006 2.70857 -0.0012 -0.0051 -0.0013 0.232
H -6.74260 4.75669 3.06408 -0.0004 0.0035 0.0053 0.238
H -6.42800 3.51927 4.29880 -0.0005 -0.0024 0.0105 0.222
H -2.61057 4.66698 3.67805 0.0011 -0.0113 0.0006 0.216
H -3.89368 4.31181 4.85928 -0.0062 -0.0013 0.0076 0.220
H -4.04669 5.68311 3.74530 -0.0108 -0.0001 -0.0083 0.239
F 0.29844 -2.09260 0.78461 -0.0250 -0.1965 0.2643 -0.606
B 1.72067 -2.21665 1.06285 -0.2444 -0.0186 0.0537 1.346
F 1.88453 -2.73761 2.32061 0.1182 -0.0209 -0.0802 -0.540
F 2.28984 -2.96073 0.05289 0.0773 -0.0436 -0.1155 -0.551
F 2.19608 -0.86720 1.00272 0.0183 0.2635 -0.0344 -0.584
```
Positions in Å, forces in eV/Å.